[1]
Formula: HNO3P2
Source: OMol25
Level of theory: ωB97M-V/def2-TZVPD

Calculated values
electronic energy: -963.65711 hartree
energy relative to the best compared isomer or geometry (same formula, charge and spin): 11.5 kcal/mol
lowest unoccupied orbital energy (spin up / spin down): -1.534 / -1.534 eV
HOMO level (spin up / spin down): -9.4 / -9.4 eV

```
! wB97M-V def2-TZVPD RIJCOSX def2/J DEFGRID3
* xyz 0 1
N 0.439 0.767 -0.107
O 1.173 1.708 0.081
O -0.899 0.945 -0.075
O -2.185 -1.053 0.744
P -1.539 -0.680 -0.512
P 0.853 -0.854 0.151
H 2.158 -0.833 -0.281
*
```


[2]
Formula: C23H18N3O3S
Source: OMol25
Level of theory: ωB97M-V/def2-TZVPD

Calculated values
electronic energy: -1675.39474 hartree
SMILES string: Cc1ccc([S@@](=O)([O-])=NC(=O)[C@@H](C#N)N=C(c2ccccc2)c2ccccc2)cc1
lowest unoccupied orbital energy: 2.122 eV
HOMO level: -4.9 eV

```
! wB97M-V def2-TZVPD RIJCOSX def2/J DEFGRID3
* xyz -1 1
C 2.603 5.038 -5.658
C 2.365 4.955 -4.196
C 3.421 5.202 -3.322
C 3.276 5.011 -1.950
C 2.045 4.597 -1.433
S 1.886 4.279 0.304
O 3.219 4.540 0.776
O 0.754 4.953 0.869
N 1.622 2.753 0.342
C 2.109 1.830 1.143
O 3.256 1.357 1.255
C 0.968 1.396 2.249
C 0.616 2.549 3.115
N 0.379 3.442 3.852
N -0.211 0.736 1.885
C -0.699 -0.418 2.219
C -2.177 -0.587 2.556
C -2.700 -1.737 3.200
C -4.083 -1.887 3.399
C -4.935 -0.828 3.107
C -4.415 0.385 2.638
C -3.052 0.503 2.354
C 0.152 -1.662 2.305
C -0.324 -2.901 1.890
C 0.395 -4.045 2.207
C 1.650 -3.932 2.821
C 2.174 -2.666 3.128
C 1.427 -1.549 2.862
C 0.972 4.373 -2.287
C 1.136 4.560 -3.661
H 1.721 4.758 -6.213
H 2.892 6.040 -5.941
H 3.397 4.370 -5.992
H 4.390 5.532 -3.702
H 4.116 5.150 -1.266
H 1.754 0.807 2.910
H -2.049 -2.536 3.557
H -4.490 -2.836 3.790
H -6.014 -0.939 3.242
H -5.054 1.237 2.493
H -2.608 1.426 1.987
H -1.266 -2.972 1.359
H -0.013 -5.043 1.992
H 2.234 -4.841 3.086
H 3.141 -2.546 3.601
H 1.814 -0.589 3.164
H 0.025 4.042 -1.862
H 0.298 4.371 -4.342
*
```


[3]
Formula: C31H63N6O5
Source: OMol25
Level of theory: ωB97M-V/def2-TZVPD

Calculated values
electronic energy: -1923.15316 hartree
lowest unoccupied orbital energy: -4.360 eV
HOMO level: -10.5 eV

```
! wB97M-V def2-TZVPD RIJCOSX def2/J DEFGRID3
* xyz 1 1
C 7.765 -3.957 -0.702
C 6.984 -3.704 -2.120
C 7.497 -2.403 -2.976
C 7.733 -1.039 -2.099
C 6.620 -0.764 -0.926
C 5.902 0.736 -1.026
C 4.972 0.791 -2.375
C 3.380 0.484 -2.138
C 2.325 1.698 -2.573
C 0.722 1.403 -2.391
C 0.274 -0.059 -1.803
N 1.253 -1.176 -1.384
C 0.614 -2.454 -0.889
C 1.649 -3.551 -0.247
C -0.165 -3.158 -2.180
C 0.904 -3.654 -3.332
C 2.753 -0.933 -1.542
H 8.535 -3.113 -0.412
H 8.339 -4.979 -0.800
H 7.003 -4.014 0.216
H 5.833 -3.510 -1.874
H 7.007 -4.724 -2.737
H 6.770 -2.193 -3.883
H 8.547 -2.709 -3.454
H 8.852 -1.074 -1.687
H 7.730 -0.136 -2.879
H 7.219 -0.775 0.106
H 5.738 -1.534 -0.887
H 6.786 1.516 -1.185
H 5.356 1.020 -0.030
H 5.372 0.015 -3.170
H 5.073 1.856 -2.902
H 2.701 2.731 -2.996
H -0.133 2.166 -2.664
H -0.893 -0.269 -1.706
H -0.241 -2.186 -0.103
H 0.985 -4.474 0.113
H 2.420 -4.005 -1.016
H 2.160 -3.061 0.690
H -0.963 -2.448 -2.657
H -0.766 -4.109 -1.785
H 1.385 -4.659 -2.925
H 1.763 -2.838 -3.442
H 0.426 -3.779 -4.396
H 3.535 -1.756 -1.248
C -5.217 -2.894 -1.948
C -4.101 -2.688 -2.933
O -3.216 -1.854 -2.752
N -4.085 -3.460 -4.057
C -5.023 -4.485 -4.449
H -5.093 -2.206 -1.106
H -6.179 -2.686 -2.424
H -5.194 -3.917 -1.564
H -3.303 -3.263 -4.670
H -4.473 -5.423 -4.561
H -5.450 -4.202 -5.414
H -5.824 -4.618 -3.721
C -7.082 0.844 -1.978
C -7.650 0.100 -3.154
O -7.831 -1.115 -3.132
N -7.969 0.814 -4.272
C -7.833 2.234 -4.494
H -6.879 0.141 -1.164
H -6.143 1.327 -2.259
H -7.801 1.586 -1.621
H -8.345 0.243 -5.019
H -8.822 2.637 -4.723
H -7.177 2.380 -5.356
H -7.419 2.753 -3.629
C -2.164 0.595 0.909
C -2.913 1.842 1.286
O -3.856 2.264 0.621
N -2.520 2.513 2.407
C -1.447 2.184 3.314
H -2.593 0.173 -0.005
H -1.114 0.832 0.719
H -2.249 -0.149 1.705
H -3.073 3.341 2.594
H -1.875 2.052 4.311
H -0.749 3.025 3.332
H -0.917 1.277 3.022
C -2.605 4.254 7.405
C -2.629 2.752 7.374
O -1.935 2.103 6.595
N -3.456 2.105 8.246
C -4.342 2.680 9.230
H -1.900 4.624 6.655
H -3.596 4.650 7.172
H -2.277 4.603 8.388
H -3.416 1.096 8.164
H -4.049 2.300 10.212
H -5.358 2.347 9.005
H -4.308 3.770 9.235
C 2.692 5.282 3.109
C 2.044 4.074 3.725
O 0.976 4.142 4.330
N 2.675 2.871 3.598
C 3.923 2.584 2.932
H 2.071 6.164 3.294
H 3.674 5.451 3.560
H 2.786 5.147 2.029
H 2.177 2.107 4.038
H 3.727 1.850 2.147
H 4.607 2.151 3.666
H 4.376 3.474 2.493
*
```


[4]
Formula: C3H6NP
Source: OMol25
Level of theory: ωB97M-V/def2-TZVPD

Calculated values
electronic energy: -513.88552 hartree
energy relative to the best compared isomer or geometry (same formula, charge and spin): 52.8 kcal/mol
lowest unoccupied orbital energy: 0.557 eV
HOMO level: -9.0 eV

```
! wB97M-V def2-TZVPD RIJCOSX def2/J DEFGRID3
* xyz 0 1
C -1.251 0.260 -0.039
C -0.145 1.144 0.204
C 0.754 -1.392 0.200
N -1.313 -0.957 -0.035
P 1.466 0.206 -0.041
H -2.034 1.013 -0.176
H -0.233 1.922 -0.491
H -0.333 1.440 1.285
H 0.995 -1.770 1.103
H 0.803 -2.034 -0.621
H 1.290 0.168 -1.388
*
```


[5]
Formula: C10H18BF7N3OOsSi
Source: OMol25
Level of theory: ωB97M-V/def2-TZVPD

Calculated values
electronic energy: -1735.39535 hartree
lowest unoccupied orbital energy (spin up / spin down): -3.622 / -5.903 eV
HOMO level (spin up / spin down): -13.1 / -13.4 eV

```
! wB97M-V def2-TZVPD RIJCOSX def2/J DEFGRID3
* xyz 1 5
Os 0.754 -0.403 -0.170
C -0.523 -3.631 3.180
Si -0.880 -2.770 1.579
C -2.489 -1.878 1.721
C -0.811 -3.905 0.115
C 0.682 -1.617 1.431
H -1.315 -4.362 3.369
H -0.517 -2.910 4.001
H 0.435 -4.160 3.171
H -3.206 -2.608 2.108
H -2.871 -1.498 0.772
H -2.436 -1.049 2.431
H -1.754 -4.446 0.010
H -0.007 -4.639 0.223
H -0.652 -3.354 -0.816
H 1.545 -2.292 1.405
H 0.757 -0.997 2.335
C 1.287 4.393 1.084
N 1.018 3.646 -0.158
C 0.847 4.258 -1.367
C 0.589 3.568 -2.493
C 0.516 2.147 -2.408
N 0.697 1.561 -1.210
C 0.902 2.296 -0.086
O 0.977 1.671 0.992
N 0.310 1.399 -3.477
H 1.374 5.447 0.836
H 2.214 4.041 1.528
H 0.475 4.244 1.790
H 0.923 5.337 -1.361
H 0.433 4.074 -3.434
H 0.063 1.838 -4.350
H 0.050 0.430 -3.378
F 3.503 -0.985 0.774
C 2.843 -0.490 -0.262
F 3.059 -1.296 -1.337
F 3.381 0.711 -0.553
F -1.113 -0.672 -0.805
B -2.654 -0.310 -1.718
F -3.237 0.485 -0.811
F -3.085 -1.566 -1.866
F -2.086 0.291 -2.797
*
```


[6]
Formula: C24H29N3O4
Source: OMol25
Level of theory: ωB97M-V/def2-TZVPD

Calculated values
electronic energy: -1397.21428 hartree
SMILES string: CCOc1ccc(CCNC(=O)c2ccc3c(c2)NC(=O)[C@@H]2CCCN32)cc1OCC
energy relative to the best compared isomer or geometry (same formula, charge and spin): 28.3 kcal/mol
lowest unoccupied orbital energy: 0.464 eV
HOMO level: -7.8 eV

```
! wB97M-V def2-TZVPD RIJCOSX def2/J DEFGRID3
* xyz 0 1
C -4.416 1.062 -0.219
C -3.494 -0.141 -0.040
O -3.036 -0.662 -1.268
C -2.050 -0.016 -1.959
C -1.346 1.085 -1.496
C -0.327 1.644 -2.249
C 0.011 1.128 -3.488
C 1.234 1.613 -4.213
C 2.423 0.711 -3.819
N 2.518 0.579 -2.384
C 1.901 -0.461 -1.752
O 1.576 -1.478 -2.336
C 1.658 -0.275 -0.299
C 0.596 -0.977 0.267
C 0.256 -0.810 1.592
C 0.992 0.054 2.407
C 2.113 0.700 1.852
C 2.426 0.555 0.515
N 2.959 1.412 2.710
C 2.712 1.658 4.018
O 3.556 2.087 4.774
C 1.260 1.409 4.427
C 1.117 1.051 5.912
C 0.886 -0.459 5.901
C 0.090 -0.670 4.612
N 0.664 0.300 3.707
C -0.710 0.044 -3.967
C -1.727 -0.536 -3.230
O -2.425 -1.574 -3.794
C -2.321 -2.831 -3.140
C -0.950 -3.468 -3.338
H -4.789 1.387 0.749
H -3.891 1.888 -0.692
H -5.258 0.787 -0.849
H -2.650 0.104 0.617
H -4.052 -0.968 0.411
H -1.565 1.514 -0.531
H 0.206 2.495 -1.849
H 1.454 2.647 -3.934
H 1.097 1.565 -5.293
H 2.269 -0.296 -4.212
H 3.360 1.117 -4.211
H 2.599 1.445 -1.875
H 0.030 -1.643 -0.365
H -0.584 -1.344 2.008
H 3.311 1.044 0.131
H 3.882 1.644 2.367
H 0.716 2.340 4.193
H 0.260 1.565 6.346
H 2.014 1.340 6.457
H 1.840 -0.985 5.834
H 0.353 -0.808 6.782
H -0.974 -0.454 4.777
H 0.189 -1.680 4.212
H -0.476 -0.387 -4.928
H -3.101 -3.443 -3.602
H -2.543 -2.726 -2.073
H -0.762 -3.626 -4.398
H -0.914 -4.428 -2.828
H -0.165 -2.827 -2.942
*
```


[7]
Formula: C43H55N4O3SbSi3TeW
Source: OMol25
Level of theory: ωB97M-V/def2-TZVPD

Calculated values
electronic energy: -3559.66191 hartree
energy relative to the best compared isomer or geometry (same formula, charge and spin): 20.9 kcal/mol
lowest unoccupied orbital energy: -7.345 eV
HOMO level: -13.3 eV

```
! wB97M-V def2-TZVPD RIJCOSX def2/J DEFGRID3
* xyz 2 1
W 0.097 -1.175 0.702
C -0.788 -4.503 -1.881
O -1.119 -5.396 -0.820
C -0.441 -5.342 0.341
C -0.089 -6.580 0.873
C 0.565 -6.708 2.087
C 0.896 -5.574 2.798
C 0.585 -4.315 2.282
C 0.914 -3.173 3.072
N 0.830 -1.958 2.645
N 0.979 -1.006 3.634
C 0.398 0.086 3.293
O -0.138 0.158 2.068
C 0.270 1.208 4.220
C 1.095 1.271 5.344
C 0.966 2.325 6.229
C -0.002 3.301 6.014
C -0.847 3.217 4.915
C -0.706 2.179 4.010
C -0.114 -4.188 1.064
O -0.476 -2.946 0.664
H -1.349 -4.848 -2.744
H 0.279 -4.550 -2.109
H -1.074 -3.483 -1.649
H -0.351 -7.450 0.284
H 0.818 -7.687 2.468
H 1.408 -5.643 3.750
H 1.202 -3.317 4.108
H 1.824 0.489 5.514
H 1.612 2.384 7.094
H -0.102 4.126 6.707
H -1.621 3.960 4.775
H -1.358 2.119 3.148
C -3.597 1.563 -1.406
Sb -1.969 1.465 0.012
C -1.634 -0.723 -0.342
C -1.636 -1.115 -1.783
C -0.506 -1.080 -2.602
C -0.573 -1.639 -3.867
C -1.776 -2.159 -4.312
C -2.879 -2.064 -3.474
N -2.808 -1.575 -2.239
Si -3.131 -1.539 0.619
C -3.491 -3.343 0.275
C -4.774 -0.645 0.700
C -2.607 -1.466 2.450
C -0.372 2.419 -1.203
C 0.938 1.763 -0.990
C 2.092 2.238 -1.654
C 3.350 1.964 -1.188
C 3.484 1.229 -0.009
C 2.358 0.648 0.492
N 1.109 0.801 -0.038
Si -0.857 3.009 -3.005
C 0.500 3.839 -4.010
C -1.420 1.579 -4.074
C -2.235 4.280 -2.860
Si -0.138 4.067 -0.077
C 0.796 5.393 -1.002
C 0.908 3.564 1.394
C -1.746 4.799 0.552
H -3.868 0.553 -1.702
H -3.352 2.145 -2.285
H -4.446 2.028 -0.903
H 0.394 -0.586 -2.271
H 0.301 -1.655 -4.507
H -1.865 -2.601 -5.295
H -3.859 -2.402 -3.793
H -3.423 -3.615 -0.777
H -4.522 -3.524 0.591
H -2.850 -4.016 0.845
H -5.338 -0.759 -0.229
H -4.700 0.421 0.922
H -5.355 -1.112 1.498
H -1.767 -2.109 2.713
H -3.455 -1.845 3.030
H -2.421 -0.454 2.809
H 1.957 2.873 -2.514
H 4.227 2.352 -1.690
H 4.438 1.093 0.481
H 2.420 0.060 1.404
H 1.189 3.126 -4.470
H 1.078 4.585 -3.470
H -0.002 4.362 -4.830
H -0.575 0.994 -4.437
H -1.925 1.995 -4.952
H -2.120 0.905 -3.583
H -1.837 5.298 -2.867
H -2.850 4.170 -1.972
H -2.896 4.189 -3.726
H 1.750 5.055 -1.408
H 1.011 6.195 -0.290
H 0.205 5.829 -1.809
H 1.974 3.606 1.151
H 0.680 2.560 1.743
H 0.731 4.250 2.226
H -2.516 4.908 -0.209
H -1.521 5.805 0.918
H -2.177 4.232 1.380
Te 2.145 -2.493 -0.359
C 4.200 -1.982 -0.584
C 4.706 -1.747 -1.853
C 6.082 -1.655 -2.019
C 6.931 -1.797 -0.929
C 6.407 -2.021 0.339
C 5.034 -2.117 0.518
H 4.046 -1.661 -2.708
H 6.487 -1.484 -3.008
H 8.003 -1.750 -1.069
H 7.064 -2.137 1.192
H 4.630 -2.323 1.502
*
```


[8]
Formula: C3H3NO3
Source: OMol25
Level of theory: ωB97M-V/def2-TZVPD

Calculated values
electronic energy: -396.43953 hartree
SMILES string: O=C=CCON=O
energy relative to the best compared isomer or geometry (same formula, charge and spin): 116.0 kcal/mol
lowest unoccupied orbital energy: -0.331 eV
HOMO level: -9.6 eV

```
! wB97M-V def2-TZVPD RIJCOSX def2/J DEFGRID3
* xyz 0 1
O -3.161 0.865 0.301
C -2.143 0.552 -0.159
C -1.000 0.076 -0.524
C 0.111 -0.524 0.361
O 1.198 0.290 0.542
N 2.383 -0.208 -0.111
O 3.207 0.647 -0.137
H -0.541 0.388 -1.532
H -0.456 -0.679 1.277
H 0.402 -1.408 -0.017
*
```


[9]
Formula: C28H21BrF5IrN3O4
Source: OMol25
Level of theory: ωB97M-V/def2-TZVPD

Calculated values
electronic energy: -4722.19430 hartree
energy relative to the best compared isomer or geometry (same formula, charge and spin): 24.7 kcal/mol
lowest unoccupied orbital energy: -3.681 eV
HOMO level: -10.6 eV

```
! wB97M-V def2-TZVPD RIJCOSX def2/J DEFGRID3
* xyz 1 1
Ir -0.136 -0.898 -0.567
O -4.041 0.357 -0.340
C -4.136 1.338 -1.279
C -5.350 1.992 -1.441
C -5.469 2.996 -2.389
C -4.390 3.354 -3.187
C -3.179 2.704 -3.017
C -3.036 1.704 -2.062
C -1.687 1.088 -1.816
O -1.770 -0.274 -1.560
N -1.069 1.739 -0.608
N -0.691 0.795 0.298
C -0.930 0.922 1.559
C -0.935 -0.184 2.490
Br -0.998 -1.903 1.636
C -1.118 -0.127 3.813
C -1.063 1.091 4.624
C -0.194 2.145 4.332
C -0.188 3.284 5.120
C -1.044 3.379 6.208
C -1.893 2.326 6.521
C -1.895 1.183 5.742
H -3.264 -0.180 -0.589
H -6.189 1.692 -0.828
H -6.421 3.496 -2.512
H -4.493 4.129 -3.934
H -2.324 2.972 -3.629
H -1.030 1.293 -2.662
H -1.635 2.475 -0.203
H -1.341 1.860 1.920
H -1.354 -1.046 4.339
H 0.513 2.056 3.515
H 0.495 4.091 4.894
H -1.037 4.269 6.824
H -2.550 2.394 7.378
H -2.555 0.360 5.988
O -0.020 -3.029 -1.077
C 1.335 -3.526 -1.079
C 2.113 -2.767 -0.022
C 3.262 -3.277 0.555
C 4.036 -2.449 1.353
C 3.651 -1.127 1.534
C 2.477 -0.693 0.953
N 1.709 -1.509 0.221
H -0.479 -3.260 -1.898
H 1.789 -3.330 -2.054
H 1.342 -4.599 -0.888
H 3.556 -4.299 0.356
H 4.938 -2.827 1.814
H 4.242 -0.441 2.123
H 2.123 0.323 1.061
F 0.772 0.108 -7.412
C 0.810 0.061 -6.084
C 1.264 1.148 -5.353
F 1.656 2.252 -5.981
C 1.297 1.092 -3.973
F 1.715 2.165 -3.296
C 0.897 -0.046 -3.259
O 1.000 0.005 -1.937
C 0.455 -1.117 -4.026
F 0.067 -2.271 -3.428
C 0.403 -1.074 -5.409
F -0.029 -2.138 -6.082
*
```